No. 1
Below is a structure of composition C26H20BBrN11OSSeW, with properties calculated with wB97M-V/def2-TZVPD.

```
63
Properties=species:S:1:pos:R:3:mulliken_charge:R:1
W 0.00135 0.23722 0.34390 -0.12
C -3.67574 -2.12891 -0.69131 -1.41
C -2.50859 -1.98374 0.04897 -0.18
N -1.73314 -1.02807 -0.46825 -0.10
N -2.40238 -0.53405 -1.53946 0.38
C -3.56037 -1.18717 -1.69436 -0.24
B -1.77283 0.50642 -2.48769 -0.05
N -1.60332 1.86135 -1.76401 0.24
C -2.04694 3.06619 -2.14068 -0.23
C -1.63494 4.00387 -1.20957 -1.27
C -0.94305 3.26891 -0.25403 -0.47
N -0.92121 1.97507 -0.59853 0.52
N -0.39287 -0.03891 -2.86915 -0.41
C 0.07419 -0.45595 -4.05277 -0.16
C 1.31977 -1.01799 -3.85548 -1.30
C 1.53820 -0.89784 -2.48535 -0.19
N 0.49915 -0.30741 -1.89393 0.68
H -4.48243 -2.81945 -0.52324 0.47
H -2.22926 -2.48838 0.95822 0.47
H -4.21218 -0.94462 -2.51685 0.49
H -2.46229 0.65632 -3.45276 -0.11
H -2.61620 3.17553 -3.04869 0.49
H -1.81947 5.06319 -1.21916 0.50
H -0.46733 3.56648 0.66708 0.53
H -0.51681 -0.32845 -4.94412 0.47
H 1.97262 -1.44957 -4.59268 0.44
H 2.39663 -1.21339 -1.91620 0.48
S 7.22743 -1.99592 1.28251 0.18
N 6.63688 -0.60409 0.72552 -0.67
C 5.32065 -0.73460 0.69907 0.67
C 4.38038 0.26629 0.23408 0.47
C 4.75216 1.48816 -0.32511 -0.63
C 3.76474 2.32834 -0.79215 -0.91
C 2.43358 1.95398 -0.66811 -0.30
N 2.07231 0.80744 -0.10220 0.68
C 3.02458 -0.04077 0.32570 -0.13
C 2.55779 -1.32597 0.82509 0.13
N 1.21517 -1.51735 0.83310 0.53
C 0.76629 -2.73015 1.15428 0.13
C 1.60329 -3.77707 1.52111 -1.12
C 2.96288 -3.57233 1.56608 -0.56
C 3.45771 -2.32167 1.19812 0.34
C 4.87092 -1.99508 1.16085 0.67
N 5.85358 -2.79886 1.53364 -0.68
H 5.80019 1.74653 -0.39499 0.56
H 4.00430 3.27674 -1.25061 0.47
H 1.63195 2.59469 -1.00736 0.36
H -0.30065 -2.86797 1.13190 0.07
H 1.16759 -4.73282 1.77402 0.48
H 3.65066 -4.35370 1.86014 0.57
O -5.53336 1.48877 4.06046 -0.54
C -4.50921 1.16557 3.25421 0.85
C -4.36198 1.64746 1.95797 -0.93
C -3.25487 1.25544 1.23718 -0.58
N -2.30062 0.44158 1.70601 0.51
C -2.49337 -0.03232 2.92984 -0.04
Br -1.22700 -1.25568 3.62561 -0.01
C -3.55378 0.28772 3.75024 -0.66
H -6.12881 2.10823 3.62383 0.31
H -5.08911 2.31399 1.51306 0.35
H -3.12783 1.61366 0.22643 0.33
H -3.64607 -0.12387 4.74357 0.50
Se 0.57105 1.43895 2.28699 -0.34
```

Spin multiplicity: 3
Total charge: +1
ΔE to the lowest compared entry with this formula, charge and spin, kJ/mol: 9.7
Lowest unoccupied orbital energy (spin up / spin down), eV: -3.36 / -3.57
E_tot, eV: -194450.421
HOMO-LUMO gap (spin up / spin down), eV: 5.589 / 6.288
Expectation value of S²: 2.023


No. 2
Below is a cluster of 2 separate species, C2H5NOS in total, with properties calculated with wB97M-V/def2-TZVPD.

```
10
Properties=species:S:1:pos:R:3:mulliken_charge:R:1
C 0.00034 0.23972 -0.61872 -0.93
C -0.58915 -0.02226 0.72865 -0.28
N -1.87264 -0.41610 0.79219 -0.01
O -2.13435 -1.03841 1.99301 -0.21
S -2.33853 -2.04558 0.69006 0.07
H 0.90782 0.87484 -0.53836 0.29
H -0.84625 0.67511 -1.15147 0.32
H 0.30506 -0.72436 -1.05348 0.25
H -0.35911 0.68014 1.51064 0.31
H 0.06895 -1.42622 1.37170 0.18
```

Spin multiplicity: 1
Total charge: 0
ΔE to the lowest compared entry with this formula, charge and spin, kJ/mol: 633.2
Lowest unoccupied orbital energy, eV: -0.33
E_tot, eV: -16521.819
HOMO-LUMO gap, eV: 8.871


No. 3
Below is a cluster of 8 separate species, C64H132F9N5O7S in total, with properties calculated with wB97M-V/def2-TZVPD.

```
218
Properties=species:S:1:pos:R:3:mulliken_charge:R:1
C -2.06379 -3.16140 -3.23127 -1.48
C -3.17436 -2.64122 -4.20274 0.41
C -2.55274 -1.99888 -5.47944 -1.19
C -2.17041 -0.53791 -5.33705 0.90
N -0.92335 -0.11783 -6.16674 0.71
C -0.34060 1.21688 -5.60857 -0.23
C 1.17806 1.02274 -5.29484 0.41
C 1.56390 -0.11238 -6.22121 -1.36
C 0.36374 -1.05149 -5.99367 -0.51
C -1.19309 0.10506 -7.64502 -0.90
C -1.95119 -1.04090 -8.41214 -0.03
C -1.84011 -0.76698 -9.94446 -1.65
H -2.56986 -3.62967 -2.38705 0.43
H -1.47786 -2.32650 -2.84691 0.07
H -1.45578 -4.01419 -3.53320 0.42
H -3.74939 -1.84541 -3.72933 -0.71
H -3.97033 -3.35808 -4.40434 0.71
H -3.30500 -2.15046 -6.25354 0.42
H -1.74454 -2.62858 -5.85144 0.50
H -1.68000 -0.44524 -4.36803 -0.87
H -2.94491 0.21853 -5.46378 0.57
H -0.43210 2.03464 -6.32341 0.40
H -1.01695 1.48545 -4.79708 -0.29
H 1.86961 1.84338 -5.48567 0.44
H 1.36887 0.69923 -4.27159 -0.27
H 1.81663 0.11792 -7.25620 0.39
H 2.48105 -0.64608 -5.97203 0.49
H 0.14287 -1.70431 -6.83815 0.60
H 0.20036 -1.56231 -5.04474 0.28
H -0.18982 0.23716 -8.05013 0.41
H -1.62677 1.09740 -7.76862 0.53
H -3.00494 -0.99607 -8.13700 0.23
H -1.51871 -2.03384 -8.28910 0.26
H -2.29742 -1.52517 -10.58015 0.45
H -0.84030 -0.97761 -10.32409 0.40
H -2.29572 0.11272 -10.39902 0.37
C -1.22778 7.83924 2.16255 -1.22
C -0.06246 7.25595 1.35707 -0.69
C -0.46737 6.54574 0.08553 -0.31
C 0.76879 6.18305 -0.82978 -0.89
N 0.33091 5.71115 -2.24866 0.80
C -0.50158 4.40218 -2.12864 -1.43
C 0.52524 3.28694 -1.90569 2.45
C 1.83869 3.73197 -2.61821 -0.34
C 1.60730 5.20051 -2.99379 -0.73
C -0.49513 6.73167 -3.10453 -1.39
C 0.20029 8.11761 -3.25209 -0.15
C -0.81248 9.03438 -4.02795 -1.26
H -0.86733 8.72639 2.68325 0.36
H -1.43565 7.13766 2.97043 0.31
H -2.13022 8.05637 1.59111 0.37
H 0.66636 6.71413 1.95986 0.40
H 0.51580 8.11415 1.01469 0.35
H -1.25821 7.12637 -0.38939 0.24
H -0.94543 5.59533 0.32278 0.33
H 1.30455 5.35072 -0.37340 0.48
H 1.45164 7.01466 -1.00366 0.57
H -1.11047 4.17103 -3.00266 0.17
H -1.19768 4.54206 -1.30161 0.71
H 0.06597 2.36004 -2.24923 -0.72
H 0.67574 3.18145 -0.83130 -1.26
H 2.12054 3.18015 -3.51495 0.26
H 2.62855 3.68487 -1.86854 0.16
H 1.38443 5.22528 -4.06047 0.27
H 2.40835 5.89380 -2.73737 0.53
H -1.44158 6.82178 -2.57141 0.67
H -0.78387 6.34231 -4.08081 0.49
H 1.10704 7.91758 -3.82295 0.34
H 0.36183 8.68220 -2.33381 0.23
H -0.70122 9.02983 -5.11225 0.35
H -0.73265 10.10590 -3.84473 0.35
H -1.82684 8.65507 -3.90427 0.36
C -9.77906 4.08604 -1.07050 -1.38
C -9.15047 3.13872 -2.02469 -0.60
C -7.74150 2.62375 -1.53470 -0.53
C -6.80071 2.22635 -2.66571 -0.52
N -5.54704 1.38888 -2.10043 0.56
C -4.34221 1.49346 -3.07588 -1.76
C -3.07164 0.94329 -2.35720 2.91
C -3.42089 1.28246 -0.89928 0.13
C -4.83609 2.05391 -0.99742 -1.02
C -6.02391 -0.11590 -1.80340 0.30
C -6.45236 -0.93138 -3.09830 -0.47
C -6.55651 -2.37403 -2.58615 -1.54
H -9.54852 3.74617 -0.06083 0.33
H -10.86570 4.07895 -1.15562 0.37
H -9.36273 5.08967 -1.15702 0.36
H -9.03782 3.82776 -2.86174 0.33
H -9.79681 2.38505 -2.47449 0.45
H -7.79501 1.91235 -0.71060 0.49
H -7.29568 3.48743 -1.04135 0.30
H -6.35629 3.07518 -3.18538 0.42
H -7.32380 1.48206 -3.26613 0.19
H -4.50292 0.87406 -3.95827 0.71
H -4.27005 2.55427 -3.31587 0.33
H -2.88967 -0.11725 -2.53110 -1.34
H -2.18785 1.45835 -2.73366 -0.91
H -3.52772 0.35838 -0.33117 -0.89
H -2.67294 1.79429 -0.29372 0.82
H -5.40322 2.01534 -0.06738 0.48
H -4.73562 3.10678 -1.26099 0.48
H -6.87011 0.07551 -1.14355 0.75
H -5.19460 -0.61871 -1.30588 -0.78
H -5.74522 -0.91846 -3.92768 0.30
H -7.41205 -0.67856 -3.54905 0.43
H -5.78029 -2.78708 -1.94195 0.19
H -6.65040 -3.00025 -3.47335 0.45
H -7.46424 -2.37984 -1.98275 0.54
C 5.88791 -1.69170 -0.42945 -1.73
C 5.29379 -1.80015 0.95809 0.70
C 5.95860 -2.90964 1.82731 -1.26
C 5.37099 -2.93880 3.31290 -0.87
N 6.10520 -3.90502 4.29541 0.75
C 5.44291 -5.32938 4.26227 -0.02
C 5.61566 -5.87264 5.68687 -1.13
C 5.98181 -4.70050 6.60659 -0.86
C 5.86706 -3.41480 5.72472 -0.08
C 7.61071 -4.14203 3.98748 -1.24
C 8.35564 -2.81467 4.04762 0.09
C 9.73130 -2.85830 3.51487 -1.58
H 5.48560 -0.91386 -1.07846 0.33
H 5.79911 -2.59765 -1.02902 0.40
H 6.91762 -1.36567 -0.57610 0.41
H 4.22253 -1.97685 0.86179 -0.49
H 5.45856 -0.85300 1.47177 0.20
H 7.04249 -2.79920 1.79435 0.73
H 5.78123 -3.87821 1.35986 0.50
H 4.33120 -3.23965 3.44108 0.37
H 5.48483 -1.96592 3.79106 0.72
H 5.74626 -5.80179 3.32797 0.63
H 4.38373 -5.08755 4.17415 -0.26
H 6.11435 -6.83133 5.82941 0.38
H 4.58604 -6.16428 5.89409 0.40
H 6.97901 -4.64981 7.04376 0.29
H 5.28812 -4.52273 7.42835 0.52
H 6.66854 -2.74198 6.02975 0.63
H 4.82968 -3.08037 5.73534 -0.45
H 7.58798 -4.58232 2.99062 0.49
H 7.95510 -4.90284 4.68795 0.62
H 8.49377 -2.58224 5.10356 0.31
H 7.71821 -2.03027 3.63959 0.37
H 10.56898 -2.96958 4.20335 0.39
H 9.94377 -1.96377 2.92940 0.34
H 9.81637 -3.67396 2.79684 0.36
C 2.60549 2.19396 0.96149 -2.01
C 2.91832 0.98950 1.83576 0.92
C 2.24227 1.08982 3.15062 -0.89
C 2.61263 -0.01531 3.96105 -0.21
N 1.83404 -0.27242 5.31873 0.82
C 2.50544 -1.31653 6.31496 -0.49
C 3.53592 -0.50553 7.17194 -0.30
C 3.25410 1.03957 6.92990 -0.85
C 1.96236 0.98544 6.18913 -0.81
C 0.39355 -0.66592 5.02777 -1.83
C 0.03831 -1.84415 4.18936 1.38
C -1.46016 -2.26938 4.34012 -1.74
H 1.56211 2.49264 0.86023 0.16
H 3.03525 2.10662 -0.03639 0.37
H 3.00030 3.09876 1.42363 0.68
H 3.99844 0.97692 1.98170 0.38
H 2.70026 0.04155 1.34389 -0.53
H 1.16600 1.06128 2.98056 0.22
H 2.46561 2.05266 3.61014 0.31
H 3.64282 0.03395 4.31372 0.38
H 2.47811 -0.90724 3.34911 -0.02
H 1.79233 -1.73418 7.02569 0.43
H 2.84527 -2.18862 5.75632 0.15
H 3.41495 -0.61736 8.24941 0.55
H 4.53204 -0.75488 6.80632 0.02
H 3.39569 1.71974 7.76980 0.44
H 4.06759 1.30911 6.25635 0.28
H 1.18212 1.02413 6.94928 0.61
H 1.88438 1.86623 5.55178 0.40
H -0.12900 0.23890 4.71735 0.56
H -0.00922 -0.72818 6.03871 0.73
H 0.66795 -2.66284 4.53781 -0.29
H 0.29563 -1.69648 3.14052 -0.12
H -1.79448 -1.85379 5.29071 0.47
H -1.72919 -3.32466 4.38584 0.50
H -2.17142 -1.80921 3.65423 0.24
C -5.73169 -0.27136 2.10316 0.15
O -5.29195 -1.16988 1.10960 -0.29
O -6.92028 0.24813 1.58853 -0.88
C -5.77441 -0.91645 3.49366 0.55
F -4.53925 -1.28454 3.98230 -0.17
F -6.31300 -0.01381 4.43510 -0.29
F -6.49548 -2.06598 3.57330 -0.28
C -3.97955 -1.73529 1.36610 -0.85
C -3.47614 -2.42262 0.11507 -0.38
H -4.29236 -3.11474 -0.09190 0.33
H -3.33147 -1.80401 -0.77065 -0.30
H -2.55582 -2.98153 0.28456 0.48
H -3.93972 -2.48445 2.15684 0.81
H -3.18829 -1.00649 1.54174 0.20
H -4.99802 0.53453 2.08450 0.07
C 1.81044 -6.82765 3.98666 -0.36
O 2.34863 -5.79383 3.20125 0.16
O 2.82593 -7.62869 4.42091 -0.88
C 0.84181 -6.02843 5.01431 0.76
F -0.06597 -5.24640 4.21510 -0.25
F 0.14778 -6.76147 5.88127 -0.30
F 1.46000 -5.17471 5.87464 -0.31
C 1.87026 -5.52387 1.83931 -0.36
C 3.02522 -5.14420 1.09579 -0.80
H 2.83394 -4.85538 0.06230 0.49
H 3.46957 -4.25420 1.54138 -0.32
H 3.87515 -5.79838 1.29013 0.40
H 1.12949 -4.72581 1.88879 0.17
H 1.50406 -6.34550 1.22373 0.34
H 1.16938 -7.46879 3.38161 0.31
C 1.28335 -2.24768 -0.98176 -0.02
F 2.15305 -2.55972 -0.03146 -0.13
F 1.55100 -2.92462 -2.15661 -0.27
F 0.03862 -2.63118 -0.62836 -0.14
S 1.09207 -0.37939 -1.24325 1.24
O 0.00692 -0.27373 -2.24837 -1.08
O 0.73445 0.16315 0.06680 -0.20
O 2.35515 0.09118 -1.83819 -0.82
```

Spin multiplicity: 1
Total charge: +2
ΔE to the lowest compared entry with this formula, charge and spin, kJ/mol: 630.0
Lowest unoccupied orbital energy, eV: -4.28
E_tot, eV: -125561.379
HOMO-LUMO gap, eV: 4.619


Question: The highest spin multiplicity belongs to which entry?
Answer: C26H20BBrN11OSSeW